Entry from OMol25: the molecule C6H15NO at a distorted geometry (ωB97M-V/def2-TZVPD).

Geometry as XYZ:
```
23
Properties=species:S:1:pos:R:3:forces:R:3
C -0.137 -1.929 0.081 -0.3114 0.3860 0.4708
H -0.001 2.281 -0.591 -0.4991 0.0657 0.1178
H -1.377 0.767 -1.450 0.0725 0.1292 -0.0368
H 2.378 2.880 -0.253 -0.0198 -0.0006 0.0073
H 2.475 1.604 0.971 0.0176 0.0275 -0.1428
C 1.793 2.286 0.454 -0.0384 -0.1516 0.6183
N -0.728 -0.599 -0.019 0.4911 0.0373 -0.1844
H -1.632 -3.339 -0.743 -0.1817 -0.1385 -0.4068
H 0.344 -1.961 1.051 0.4956 0.0662 0.0515
C -1.251 -0.307 -1.340 -0.7505 0.4999 0.5721
H -0.844 -3.865 0.772 0.2978 -0.1695 -0.5248
C 0.694 1.517 -0.252 0.4172 0.4375 -0.7441
H -2.277 -0.685 -1.398 0.1989 -0.3491 -0.3689
C 0.052 0.467 0.636 -0.4995 -0.1029 -0.0107
O 1.237 3.128 1.485 0.3396 -0.0787 -0.4518
H -1.959 -2.608 0.840 -0.4762 0.2149 -0.1624
H 1.071 1.130 -1.208 0.1990 -0.4031 0.3393
H 1.162 3.998 1.088 -0.1774 0.1620 0.1986
C -1.197 -3.012 0.184 0.0989 -0.0756 0.7335
H -0.609 0.970 1.350 0.1658 0.0835 -0.0062
H 0.839 0.002 1.232 0.0096 -0.0640 -0.0203
H 0.612 -2.078 -0.705 0.0549 -0.3182 -0.0716
H -0.645 -0.647 -2.186 0.0956 -0.2579 0.0226
```
Positions in Å, forces in eV/Å.

Properties
ΔE to the lowest compared entry with this formula, charge and spin in eV: 1.996
SMILES string: CCN(C)CCCO
Lowest unoccupied orbital energy in eV: 0.93
Highest occupied orbital energy in eV: -8.04

Partial charges, Löwdin, in e: atom 1 (C): -0.27, atom 2 (H): 0.10, atom 3 (H): 0.07, atom 4 (H): 0.11, atom 5 (H): 0.11, atom 6 (C): -0.26, atom 7 (N): -0.23, atom 8 (H): 0.06, atom 9 (H): 0.10, atom 10 (C): -0.10, atom 11 (H): 0.07, atom 12 (C): -0.20, atom 13 (H): 0.08, atom 14 (C): -0.18, atom 15 (O): -0.07, atom 16 (H): 0.07, atom 17 (H): 0.12, atom 18 (H): 0.08, atom 19 (C): -0.09, atom 20 (H): 0.12, atom 21 (H): 0.11, atom 22 (H): 0.11, atom 23 (H): 0.08

***

Entry from OMol25: a cluster of 3 separate species, C6H15NO in total at a distorted geometry (ωB97M-V/def2-TZVPD).

Geometry as XYZ:
```
23
Properties=species:S:1:pos:R:3:forces:R:3
N -2.757 -1.168 0.251 0.1051 1.1851 -0.1144
C -1.293 0.504 0.268 -2.3640 -1.0791 0.4118
H -0.922 -2.309 -1.056 0.0259 0.0054 -0.0106
H 0.805 1.591 0.955 -0.1545 -0.0817 -0.0003
O -1.570 1.117 1.440 0.3912 -0.1633 -0.4462
H -3.292 -0.797 1.035 -0.2173 -0.0504 -0.1202
H 0.764 1.829 -1.538 0.0072 0.0022 -0.0137
H 2.304 -1.040 0.462 -0.0187 0.0099 -0.0023
H -0.421 -1.186 1.171 -0.0571 0.0389 -0.0032
H -0.524 -0.820 -1.918 -0.0192 0.0487 0.0222
H 1.738 0.365 -1.710 -0.0194 -0.0231 0.0055
H 1.742 -0.421 2.023 -0.0137 -0.0072 -0.0388
C 1.521 1.209 -1.051 -0.0113 -0.0783 0.0064
C 1.093 0.754 0.321 -0.5287 -1.3342 0.0357
C 2.090 -0.131 1.030 0.2253 0.1898 0.0258
C -0.296 -1.418 -1.035 -0.1686 0.0355 0.0745
H -1.495 1.044 -0.651 0.0519 -0.0051 0.0619
H 3.049 0.389 1.168 0.0045 -0.0488 -0.0168
H -3.284 -0.943 -0.595 -0.2496 -0.1390 0.1162
C -0.579 -0.676 0.231 3.1810 1.6093 -0.0183
H 0.751 -1.718 -1.084 0.0078 -0.0090 0.0318
H -1.868 2.019 1.282 -0.0991 -0.0817 -0.0425
H 2.443 1.805 -0.999 -0.0787 -0.0237 0.0355
```
Positions in Å, forces in eV/Å.

Properties
ΔE to the lowest compared entry with this formula, charge and spin in eV: 5.771
Lowest unoccupied orbital energy (alpha / beta) in eV: 0.46 / 0.46
Highest occupied orbital energy (alpha / beta) in eV: -6.56 / -6.56

Partial charges, Löwdin, in e: atom 1 (N): -0.05, atom 2 (C): -0.24, atom 3 (H): 0.08, atom 4 (H): 0.09, atom 5 (O): 0.04, atom 6 (H): -0.04, atom 7 (H): 0.07, atom 8 (H): 0.07, atom 9 (H): 0.13, atom 10 (H): 0.09, atom 11 (H): 0.07, atom 12 (H): 0.07, atom 13 (C): -0.12, atom 14 (C): -0.28, atom 15 (C): -0.13, atom 16 (C): -0.08, atom 17 (H): 0.15, atom 18 (H): 0.08, atom 19 (H): -0.04, atom 20 (C): -0.22, atom 21 (H): 0.07, atom 22 (H): 0.12, atom 23 (H): 0.08

***

Entry from OMol25: a cluster of 2 separate species, C6H15NO in total at a distorted geometry (ωB97M-V/def2-TZVPD).

Geometry as XYZ:
```
23
Properties=species:S:1:pos:R:3:forces:R:3
C -0.834 -0.874 1.016 -0.0469 0.1293 0.9099
H -1.531 -1.694 0.822 -0.2515 0.3036 -0.2541
C -1.544 0.324 1.610 -0.3641 -1.3055 -0.3563
H 1.797 -0.796 0.729 0.0180 -0.0263 0.1448
C -2.821 0.548 1.355 -0.4567 0.5943 0.5701
H 2.012 0.917 -1.852 -0.0087 -0.2630 -0.1204
H 1.137 1.563 1.419 -0.3329 0.0337 -0.0947
H -3.470 -0.176 0.881 0.2024 0.0574 -0.4955
C 1.539 1.249 0.450 0.4887 -0.1223 -0.0201
N 1.362 -0.150 0.090 0.2211 0.7344 -0.4847
H 0.510 -2.582 -0.805 -0.2454 -0.0245 0.1570
H -1.036 -1.908 -1.412 -0.2264 -0.4471 -0.5177
O 1.990 0.852 -2.816 -0.2175 0.5105 -0.2526
H -0.193 -1.285 1.807 0.2913 -0.0004 -0.2817
H 1.599 1.683 -3.135 0.2521 -0.4466 0.2299
H -1.017 0.910 2.339 0.3265 0.6127 -0.1906
H -3.309 1.446 1.724 -0.0424 -0.1402 0.1264
H 1.100 1.823 -0.371 -0.2041 0.3046 0.3944
C -0.001 -0.532 -0.233 0.2748 -0.9178 0.1279
H 2.600 1.518 0.473 -0.0070 -0.2020 -0.0403
C 0.004 -1.703 -1.215 0.5981 0.2716 0.5032
H 0.577 -1.414 -2.093 -0.2766 0.0220 -0.2403
H -0.471 0.282 -0.781 0.0070 0.3214 0.1854
```
Positions in Å, forces in eV/Å.

Properties
ΔE to the lowest compared entry with this formula, charge and spin in eV: 2.000
SMILES string: C=CC[C@H](C)NC.O
Lowest unoccupied orbital energy in eV: 0.96
Highest occupied orbital energy in eV: -8.72

Partial charges, Löwdin, in e: atom 1 (C): -0.17, atom 2 (H): 0.11, atom 3 (C): -0.19, atom 4 (H): 0.11, atom 5 (C): 0.00, atom 6 (H): -0.02, atom 7 (H): 0.07, atom 8 (H): 0.06, atom 9 (C): -0.13, atom 10 (N): -0.10, atom 11 (H): 0.08, atom 12 (H): 0.07, atom 13 (O): -0.06, atom 14 (H): 0.11, atom 15 (H): 0.04, atom 16 (H): 0.09, atom 17 (H): 0.05, atom 18 (H): 0.08, atom 19 (C): -0.43, atom 20 (H): 0.08, atom 21 (C): -0.06, atom 22 (H): 0.07, atom 23 (H): 0.14

***

Entry from OMol25: a cluster of 2 separate species, C6H15NO in total at a distorted geometry (ωB97M-V/def2-TZVPD).

Geometry as XYZ:
```
23
Properties=species:S:1:pos:R:3:forces:R:3
H 0.234 -3.448 1.791 0.0196 -0.6299 -0.0074
H -2.638 -0.891 -3.207 0.2481 0.2031 -0.2000
H -1.171 -3.250 0.587 0.7666 -1.0216 -0.5450
H -2.970 -0.836 -1.768 0.0582 0.1417 0.4030
H -0.938 -0.375 2.227 -0.2593 -0.1299 -0.1699
H 1.628 2.887 0.838 -0.2231 0.5354 -0.1612
H 2.435 2.645 -0.620 0.0350 0.5669 0.1547
H 1.115 0.834 -2.295 0.0224 -0.3793 -0.0482
C 0.021 -1.533 0.799 -1.1572 -0.0093 -0.0826
H -0.434 0.830 -1.328 0.1455 -0.8608 -0.4459
H -0.526 1.663 0.752 -0.8996 1.0303 -0.3117
C -0.528 -2.831 1.355 -1.4527 1.4397 -0.6674
H 0.537 -1.574 -0.155 0.4433 -0.0343 0.2430
N 2.130 2.249 0.254 0.3565 -1.4101 -0.3731
H 2.035 0.222 -0.097 -0.4077 -0.4287 0.3561
C 0.591 1.185 -1.415 -0.6166 0.9002 0.4785
C 0.241 0.988 1.026 0.8180 -1.7104 -0.0526
C 1.311 1.033 -0.059 0.0681 1.8067 -0.2688
H 0.381 2.251 -1.575 0.4126 0.0628 0.0227
H 0.659 1.341 1.968 0.0872 -0.0172 0.1521
C -0.366 -0.364 1.299 1.1478 0.1532 0.8965
H -1.364 -2.606 2.027 0.7137 0.1493 0.8235
O -2.382 -0.421 -2.405 -0.3263 -0.3576 -0.1965
```
Positions in Å, forces in eV/Å.

Properties
ΔE to the lowest compared entry with this formula, charge and spin in eV: 2.182
SMILES string: C/C=C/C[C@@H](C)N.O
Lowest unoccupied orbital energy in eV: 0.69
Highest occupied orbital energy in eV: -8.84

Partial charges, Löwdin, in e: atom 1 (H): 0.07, atom 2 (H): 0.04, atom 3 (H): 0.06, atom 4 (H): 0.03, atom 5 (H): 0.10, atom 6 (H): 0.05, atom 7 (H): 0.06, atom 8 (H): 0.07, atom 9 (C): -0.16, atom 10 (H): 0.05, atom 11 (H): 0.10, atom 12 (C): -0.10, atom 13 (H): 0.10, atom 14 (N): 0.01, atom 15 (H): 0.12, atom 16 (C): -0.07, atom 17 (C): -0.19, atom 18 (C): -0.43, atom 19 (H): 0.08, atom 20 (H): 0.11, atom 21 (C): -0.12, atom 22 (H): 0.07, atom 23 (O): -0.06

***

Entry from OMol25: a cluster of 2 separate species, C6H15NO in total at a distorted geometry (ωB97M-V/def2-TZVPD).

Geometry as XYZ:
```
23
Properties=species:S:1:pos:R:3:forces:R:3
H -2.065 -0.462 -2.582 -0.2807 -0.9622 0.2597
H 1.876 1.090 0.109 -0.2735 -0.0801 -0.0464
H -1.823 1.149 2.899 -0.0331 -0.5568 -0.2029
H -0.275 -2.017 2.330 0.0775 -0.2286 -0.0343
C 1.689 0.103 -0.341 0.2915 0.8258 -0.2648
C -1.169 -0.824 -2.073 0.4394 -0.0248 0.8308
H 1.380 -0.557 -2.447 0.3904 0.0490 0.7042
H -0.702 -1.694 -2.542 0.2161 0.5647 -0.9776
H 0.577 0.843 1.927 -0.5990 -0.1646 0.4935
N -0.373 -1.049 2.557 -0.9417 1.1829 0.5195
O -1.831 2.091 3.044 -0.0300 0.4888 0.3140
H -1.327 -1.305 -1.085 -0.6538 0.8021 -0.2835
C 1.191 0.312 -1.777 -0.6040 -1.1624 -1.3697
H -0.590 1.174 -2.717 0.0753 -0.1427 0.1277
H 0.690 -1.718 0.206 -0.3631 -0.1706 0.5806
H 1.762 1.090 -2.294 -0.2471 0.3059 0.3828
C 0.278 -0.174 1.687 1.5853 -2.2137 -1.2690
H -1.425 2.477 2.266 0.0166 -0.0018 -0.1506
C -0.343 0.470 -1.915 0.6227 0.1451 0.7486
H -0.336 -0.861 3.540 0.0857 0.0838 0.2081
C 0.805 -0.698 0.562 0.3874 1.1397 -0.3304
H -0.682 0.886 -0.958 -0.1937 0.4168 -0.3009
H 2.692 -0.324 -0.396 0.0318 -0.2962 0.0606
```
Positions in Å, forces in eV/Å.

Properties
ΔE to the lowest compared entry with this formula, charge and spin in eV: 2.006
SMILES string: CCCC/C=C/N.O
Lowest unoccupied orbital energy in eV: 0.97
Highest occupied orbital energy in eV: -8.14

Partial charges, Löwdin, in e: atom 1 (H): 0.07, atom 2 (H): 0.11, atom 3 (H): 0.00, atom 4 (H): 0.08, atom 5 (C): -0.23, atom 6 (C): -0.12, atom 7 (H): 0.10, atom 8 (H): 0.06, atom 9 (H): 0.12, atom 10 (N): 0.03, atom 11 (O): -0.05, atom 12 (H): 0.06, atom 13 (C): -0.22, atom 14 (H): 0.10, atom 15 (H): 0.11, atom 16 (H): 0.10, atom 17 (C): -0.21, atom 18 (H): 0.03, atom 19 (C): -0.26, atom 20 (H): 0.08, atom 21 (C): -0.15, atom 22 (H): 0.09, atom 23 (H): 0.10

***

Entry from OMol25: the molecule C6H15NO at a distorted geometry (ωB97M-V/def2-TZVPD).

Geometry as XYZ:
```
23
Properties=species:S:1:pos:R:3:forces:R:3
C -1.848 -1.109 -0.609 -0.0408 -0.1687 0.5471
O 0.269 0.547 2.435 0.3119 0.0770 0.7299
H -0.631 0.841 0.563 0.0061 -0.2030 -0.0967
H 0.252 1.215 3.122 -0.1462 0.0324 0.1653
C -1.576 0.588 -2.375 1.1888 0.0003 0.3085
H 1.760 0.309 -1.063 -0.2822 0.0231 -0.2318
H -2.554 -0.566 0.023 0.0069 0.3864 -0.1345
H -1.473 -1.894 0.055 0.3089 -0.0180 -0.2757
C 1.778 -0.428 0.932 0.1008 -0.5120 -0.6987
C -0.792 -0.188 -1.238 -2.3602 0.9348 -0.1731
H -2.442 -1.545 -1.410 0.0605 -0.3273 0.0929
H 2.342 0.723 2.710 -0.0208 0.1906 -0.3065
C 1.256 0.566 -0.133 1.3398 0.7674 1.0713
H -2.622 0.332 -2.312 -0.2908 0.0640 -0.4669
H 1.289 -1.369 0.645 0.0065 -0.1610 0.7749
H -0.108 -0.819 -1.755 1.0586 -0.3585 -0.0914
H 1.691 -0.856 3.044 -0.0850 -0.2981 0.2391
H 2.850 -0.599 0.796 0.0145 0.0308 -0.2652
H -1.456 1.669 -2.339 -0.0214 0.0217 0.5284
N -0.156 0.731 -0.320 0.2792 -0.4359 -0.3242
H 1.678 1.528 0.171 0.0130 0.2944 -0.2026
H -1.107 0.332 -3.322 -0.4890 -0.3322 -0.3842
C 1.598 -0.005 2.380 -0.9589 -0.0084 -0.8059
```
Positions in Å, forces in eV/Å.

Properties
ΔE to the lowest compared entry with this formula, charge and spin in eV: 1.821
SMILES string: CC(C)NCCCO
Lowest unoccupied orbital energy in eV: 0.83
Highest occupied orbital energy in eV: -8.01

Partial charges, Löwdin, in e: atom 1 (C): -0.08, atom 2 (O): -0.09, atom 3 (H): 0.09, atom 4 (H): 0.09, atom 5 (C): -0.06, atom 6 (H): 0.11, atom 7 (H): 0.08, atom 8 (H): 0.07, atom 9 (C): -0.18, atom 10 (C): -0.43, atom 11 (H): 0.07, atom 12 (H): 0.12, atom 13 (C): -0.24, atom 14 (H): 0.05, atom 15 (H): 0.11, atom 16 (H): 0.11, atom 17 (H): 0.10, atom 18 (H): 0.11, atom 19 (H): 0.06, atom 20 (N): -0.04, atom 21 (H): 0.11, atom 22 (H): 0.06, atom 23 (C): -0.24

***

In eV, the DFT total energy values for the records above are, in order, -10001.761, -9997.986, -10001.757, -10001.575, -10001.752, -10001.936.